Version A
{"formula": "C6H19BrNO3", "method": "ωB97M-V with the def2-TZVPD basis set", "species": ["Br", "C", "O", "H", "H", "H", "H", "C", "O", "H", "H", "H", "H", "C", "C", "C", "O", "C", "N", "H", "H", "H", "H", "H", "H", "H", "H", "H", "H", "H"], "coordinates": [[-1.5978, -23.6194, 19.0850], [-1.7596, -27.1693, 21.6129], [-2.6347, -26.2898, 20.9353], [-2.3242, -28.0675, 21.8744], [-0.8998, -27.4671, 21.0021], [-1.3968, -26.7435, 22.5639], [-2.1301, -25.5071, 20.6431], [-2.0398, -23.5399, 23.3664], [-2.4606, -22.5898, 22.4116], [-0.9491, -23.6726, 23.3561], [-2.3259, -23.1766, 24.3528], [-2.5029, -24.5217, 23.1905], [-2.0550, -22.8367, 21.5635], [1.5469, -22.9560, 22.0165], [2.0081, -24.2856, 21.4104], [1.3040, -25.4613, 22.0140], [1.5279, -25.4955, 23.4013], [0.8014, -26.5378, 24.0175], [1.8021, -24.3835, 19.9652], [2.1321, -22.1166, 21.6374], [1.6487, -22.9399, 23.1115], [0.4876, -22.7787, 21.8069], [3.0843, -24.4072, 21.5938], [1.6527, -26.3850, 21.5269], [0.2220, -25.3998, 21.7913], [1.0907, -26.5432, 25.0691], [1.0366, -27.5049, 23.5626], [-0.2748, -26.3356, 23.9696], [0.8029, -24.2733, 19.7565], [2.2510, -23.6100, 19.4885]], "charge": -1}

---

Version B
{"formula": "C6H19BrNO3", "method": "ωB97M-V with the def2-TZVPD basis set", "species": ["Br", "C", "O", "H", "H", "H", "H", "C", "O", "H", "H", "H", "H", "C", "C", "C", "O", "C", "N", "H", "H", "H", "H", "H", "H", "H", "H", "H", "H", "H"], "coordinates": [[-0.2717, -2.5653, -0.3631], [-2.4961, -2.2244, -3.3136], [-3.2526, -2.1318, -2.1314], [-2.4700, -3.2506, -3.6997], [-2.9760, -1.5911, -4.0689], [-1.4775, -1.8594, -3.1646], [-2.6832, -2.4372, -1.4096], [-3.6288, -3.4829, 1.3994], [-3.0021, -2.2192, 1.3480], [-3.8780, -3.7439, 2.4395], [-4.5766, -3.4844, 0.8478], [-2.9692, -4.2677, 1.0194], [-2.1940, -2.3159, 0.7999], [0.1620, 1.9623, 1.3889], [1.3317, 1.5117, 0.5333], [2.4974, 2.4559, 0.7208], [3.4300, 2.3030, -0.3226], [4.3664, 3.3398, -0.4028], [1.7605, 0.1264, 0.7854], [-0.5704, 1.1562, 1.4506], [-0.3682, 2.7863, 0.8971], [0.4848, 2.2553, 2.3886], [1.0292, 1.5662, -0.5143], [2.9910, 2.2748, 1.6874], [2.1315, 3.4968, 0.7349], [5.3176, 2.9376, -0.7636], [4.5816, 3.7954, 0.5759], [4.0468, 4.1357, -1.0878], [1.0184, -0.4917, 0.4337], [1.6655, -0.0380, 1.7914]], "charge": -1}

---

The most stable of them is version A.

---

Version A
{"formula": "C5H9NOS", "method": "ωB97M-V with the def2-TZVPD basis set", "species": ["C", "C", "C", "C", "C", "H", "H", "H", "H", "H", "H", "H", "H", "H", "N", "O", "S"], "coordinates": [[-0.2096, -0.2226, -0.6004], [0.7822, -1.1591, -0.0144], [-0.1459, 0.2415, 1.9123], [-0.4228, 0.7958, 0.4900], [0.6596, 1.0457, -1.1395], [-2.3610, -0.7551, -0.7173], [-0.9244, -1.6602, -1.9015], [1.7107, -0.4849, -0.1178], [0.9026, -2.0266, -0.6558], [0.7240, 0.6390, 2.6215], [-1.2052, 0.1294, 2.3851], [-1.5222, 1.4619, 0.4457], [0.2606, 1.7077, -1.9309], [1.7948, 0.8970, -1.2350], [-1.2031, -0.5488, -1.4189], [0.6209, 1.5931, 0.2051], [0.5389, -1.6537, 1.6717]], "charge": 0}

---

Version B
{"formula": "C5H9NOS", "method": "ωB97M-V with the def2-TZVPD basis set", "species": ["H", "N", "C", "S", "C", "O", "C", "C", "C", "H", "H", "H", "H", "H", "H", "H", "H"], "coordinates": [[1.6716, -2.3821, -1.7005], [1.0624, -1.7964, -1.1320], [1.7105, -1.2339, -0.2179], [0.7585, 0.3634, 0.3540], [1.3774, 1.6598, -0.4876], [0.6649, 0.4342, 1.8296], [-0.9382, 0.1528, -0.3101], [-1.7656, -0.6302, 0.7195], [-2.0099, 0.8385, 0.4969], [2.7625, -1.3220, 0.0356], [2.1710, 2.1993, 0.2013], [1.7526, 1.3863, -1.4855], [-1.1374, -0.0878, -1.3105], [-1.0651, -1.0517, 1.5111], [-2.4117, -1.3101, 0.3652], [-2.8058, 1.2663, -0.0707], [-1.7975, 1.5136, 1.2016]], "charge": 0, "smiles": "[H]/N=C/[S@](=C)(=O)C1CC1"}

---

The most stable of them is version A.

---

Version A
{"formula": "C5H9NOS", "method": "ωB97M-V with the def2-TZVPD basis set", "species": ["C", "N", "C", "C", "O", "C", "S", "C", "H", "H", "H", "H", "H", "H", "H", "H", "H"], "coordinates": [[2.1772, -0.3035, 1.2471], [1.7733, -0.1708, 0.0469], [0.5168, -0.1539, -0.2828], [-0.5832, 0.6073, 0.6122], [-1.8726, 0.5441, 0.2866], [-2.7445, 1.6399, 0.5738], [-0.0787, -0.8002, -1.7816], [0.4085, -2.5535, -1.4710], [3.2367, -0.3895, 1.2350], [1.6167, -0.6642, 2.0915], [-0.2362, 1.4827, 1.2796], [-2.0696, 2.4053, 0.9984], [-3.4876, 1.3776, 1.3831], [-3.3027, 1.9237, -0.2798], [0.9210, -2.6055, -0.5359], [1.1804, -2.7857, -2.2291], [-0.4708, -3.3001, -1.5533]], "charge": 0, "smiles": "C=N/C(=C/OC)SC"}

---

Version B
{"formula": "C5H9NOS", "method": "ωB97M-V with the def2-TZVPD basis set", "species": ["C", "C", "C", "C", "N", "C", "S", "O", "H", "H", "H", "H", "H", "H", "H", "H", "H"], "coordinates": [[-1.2646, 0.6175, 0.3421], [-0.0835, 0.2803, -0.6540], [0.3353, -1.1761, -0.4201], [1.6050, -1.3119, 0.3083], [2.7600, -2.3100, -0.0999], [2.9819, -1.0681, -0.1491], [4.0074, 0.4303, -0.0950], [2.9882, 1.5884, 0.3845], [-1.9633, -0.1942, 0.4042], [-1.7167, 1.6177, 0.0388], [-0.8189, 0.6838, 1.2964], [0.7593, 0.9544, -0.5098], [-0.4571, 0.1947, -1.7056], [0.3230, -1.6299, -1.4453], [-0.5102, -1.6455, 0.1922], [1.5266, -1.2995, 1.4485], [2.3943, 1.2746, 1.1067]], "charge": 0, "smiles": "CCC[C@H]1N=C1SO"}

---

The most stable of them is version B.

---

Version A
{"formula": "C4H10N2", "method": "ωB97M-V with the def2-TZVPD basis set", "species": ["N", "C", "C", "C", "C", "N", "H", "H", "H", "H", "H", "H", "H", "H", "H", "H"], "coordinates": [[-2.2099, -1.3772, 0.9715], [-1.5576, -0.3141, 0.3100], [-0.4524, -0.4423, -0.4055], [0.2460, 0.6869, -1.0914], [1.7336, 0.7793, -0.7330], [1.9764, 0.4706, 0.6654], [-1.6941, -1.7664, 1.7428], [-3.1711, -1.1726, 1.1833], [-2.0266, 0.6644, 0.4395], [-0.0603, -1.4521, -0.4832], [0.1884, 0.5620, -2.1737], [-0.2554, 1.6081, -0.7985], [2.2640, 0.0432, -1.3425], [2.1033, 1.7587, -1.0523], [1.3179, 0.9579, 1.2712], [2.8962, 0.8000, 0.9395]], "charge": 0, "smiles": "N/C=C/CCN"}

---

Version B
{"formula": "C4H10N2", "method": "ωB97M-V with the def2-TZVPD basis set", "species": ["C", "C", "C", "N", "N", "C", "H", "H", "H", "H", "H", "H", "H", "H", "H", "H"], "coordinates": [[1.6608, -0.2346, -2.0104], [1.7032, -0.5609, -0.5919], [0.5675, 0.0488, 0.1180], [-0.5515, -0.6339, 0.2334], [-1.6905, -0.0804, 0.7815], [-1.6854, 1.1533, 1.5215], [2.7152, -0.3369, -2.6093], [1.1332, 0.9408, -2.3325], [0.9049, -1.0216, -2.5597], [2.6202, -0.3595, 0.0405], [1.6444, -1.7051, -0.5475], [0.5279, 1.1256, 0.5808], [-2.1506, -0.8099, 1.2553], [-2.7819, 1.6317, 1.7340], [-1.0189, 1.1839, 2.4130], [-1.3767, 1.9110, 0.6973]], "charge": 0, "smiles": "CC/C=N/NC"}

---

Version C
{"formula": "C4H10N2", "method": "ωB97M-V with the def2-TZVPD basis set", "species": ["H", "N", "C", "N", "C", "C", "C", "H", "H", "H", "H", "H", "H", "H", "H", "H"], "coordinates": [[2.3333, 3.0978, -0.3600], [2.4968, 2.0321, -0.5450], [1.3998, 1.3751, -0.3545], [1.3735, -0.0302, -0.6420], [0.1178, -0.9741, -0.7191], [-0.6633, -0.7927, 0.5843], [-2.1033, -0.5724, 0.7124], [0.7714, 1.6221, 0.4959], [2.3364, -0.0550, -0.9636], [-0.4366, -0.6117, -1.5843], [0.4754, -1.9192, -1.1453], [-0.1657, -0.0302, 1.1925], [-0.5423, -1.7741, 1.0757], [-2.7831, -1.4691, 0.9579], [-2.4324, -0.1991, -0.1906], [-2.1778, 0.3009, 1.4857]], "charge": 0, "smiles": "[H]/N=C/NCCC"}

---

The most stable of them is version A.

---

Version A
{"formula": "C4H10N2", "method": "ωB97M-V with the def2-TZVPD basis set", "species": ["C", "C", "C", "C", "N", "N", "H", "H", "H", "H", "H", "H", "H", "H", "H", "H"], "coordinates": [[0.4900, 0.3010, -0.0605], [0.5051, -1.1869, -0.2557], [1.8528, 0.5571, 0.5727], [-2.4553, 0.2171, -0.0348], [-0.2084, 1.2163, -1.0056], [-0.6833, 1.0664, 0.3262], [0.9723, -1.7243, 0.6055], [0.9992, -1.4234, -1.1962], [-0.5266, -1.5538, -0.3560], [1.8884, 1.6555, 0.8484], [2.6347, 0.3637, -0.2098], [1.7382, -0.2824, 1.3786], [-2.3964, 0.5761, -1.0499], [-2.3125, -0.8770, 0.2723], [-2.9154, 0.8749, 0.7116], [0.1993, 2.2269, -1.0924]], "charge": 0}

---

Version B
{"formula": "C4H10N2", "method": "ωB97M-V with the def2-TZVPD basis set", "species": ["C", "N", "C", "C", "C", "N", "H", "H", "H", "H", "H", "H", "H", "H", "H", "H"], "coordinates": [[-2.5676, -0.2301, -0.6271], [-1.7483, 0.5399, -0.0410], [-0.6957, -0.0418, 0.8179], [0.4256, -0.7125, 0.0514], [1.4114, 0.2920, -0.5505], [2.6904, 0.4309, 0.2289], [-2.7905, 0.0446, -1.6698], [-3.0145, -1.1344, -0.1735], [-1.1458, -0.8783, 1.4188], [-0.5114, 0.6611, 1.6310], [0.8081, -1.4755, 0.7284], [0.1321, -1.3925, -0.7910], [1.7373, -0.1911, -1.4783], [1.0132, 1.2911, -0.7417], [2.4413, 0.5921, 1.1937], [3.2674, -0.3866, 0.1157]], "charge": 0, "smiles": "C=NCCCN"}

---

Version C
{"formula": "C4H10N2", "method": "ωB97M-V with the def2-TZVPD basis set", "species": ["H", "N", "C", "N", "C", "C", "C", "H", "H", "H", "H", "H", "H", "H", "H", "H"], "coordinates": [[2.7387, 1.6874, 0.8898], [1.9959, 1.8997, 1.5630], [1.1001, 1.0288, 1.4226], [1.1420, -0.0923, 0.5494], [0.5184, -0.0016, -0.7591], [-1.0132, 0.0370, -0.7210], [-1.7102, -1.2891, -0.4247], [0.1583, 1.1082, 1.9702], [1.5567, -0.9485, 0.8611], [0.8277, 0.9347, -1.2262], [0.8863, -0.8183, -1.3769], [-1.3283, 0.4528, -1.6857], [-1.3218, 0.8642, -0.0743], [-2.0319, -1.7724, -1.3453], [-2.5189, -1.1412, 0.2814], [-0.9999, -1.9495, 0.0759]], "charge": 0, "smiles": "[H]/N=C\\NCCC"}

---

The most stable of them is version C.

---

Version A
{"formula": "C4H10N2", "method": "ωB97M-V with the def2-TZVPD basis set", "species": ["C", "C", "N", "H", "H", "H", "H", "H", "C", "C", "N", "H", "H", "H", "H", "H"], "coordinates": [[-1.6651, 0.5177, 1.3970], [-1.8321, -0.4923, 0.5253], [-2.3389, -0.3574, -0.8158], [-1.3279, 1.5035, 1.1359], [-1.5226, 0.2494, 2.4834], [-1.3585, -1.4408, 0.7238], [-1.6867, 0.1555, -1.4092], [-3.3278, 0.0745, -0.8694], [2.1326, -0.9083, 0.2693], [2.1240, 0.3701, -0.0739], [1.2128, 0.7587, -1.1068], [1.6679, -1.6809, -0.3222], [2.6652, -1.2653, 1.1831], [2.7011, 1.2662, 0.3435], [0.7983, -0.0204, -1.6123], [1.7578, 1.2700, -1.8516]], "charge": 0, "smiles": "C=CN.C=CN"}

---

Version B
{"formula": "C4H10N2", "method": "ωB97M-V with the def2-TZVPD basis set", "species": ["C", "N", "C", "C", "C", "N", "H", "H", "H", "H", "H", "H", "H", "H", "H", "H"], "coordinates": [[0.4879, -2.3572, 0.3844], [-0.5063, -2.1071, -0.3575], [-0.7575, -0.6729, -0.7779], [-0.9933, 0.2765, 0.3984], [0.2383, 1.2351, 0.5301], [0.6436, 1.8414, -0.7592], [0.9809, -3.3232, 0.3356], [0.8878, -1.7900, 1.2465], [-1.5189, -0.7820, -1.5517], [0.2211, -0.4764, -1.2023], [-1.8508, 0.9211, 0.2045], [-0.9173, -0.2476, 1.3498], [-0.1676, 2.0749, 1.0944], [1.1447, 0.8187, 0.9485], [0.5067, 2.8431, -0.7766], [1.6008, 1.7456, -1.0670]], "charge": 0, "smiles": "C=NCCCN"}

---

Version C
{"formula": "C4H10N2", "method": "ωB97M-V with the def2-TZVPD basis set", "species": ["C", "C", "C", "N", "C", "N", "H", "H", "H", "H", "H", "H", "H", "H", "H", "H"], "coordinates": [[1.7016, 1.0815, -0.6675], [0.4470, 0.4551, -1.1403], [-0.2575, -0.3032, -0.0293], [-0.0246, -1.7259, 0.1920], [-1.3130, 0.2311, 0.6199], [-1.8489, -0.1798, 1.9042], [2.2595, 1.5886, -1.5168], [2.4535, 0.2340, -0.5062], [1.3739, 1.7405, 0.1399], [0.8053, -0.3193, -1.9391], [-0.2372, 1.3009, -1.5474], [0.6636, -2.0229, -0.6027], [0.5377, -1.8617, 1.0750], [-1.9582, 1.0107, 0.2453], [-1.7507, -1.2071, 2.0108], [-2.8520, -0.0226, 1.7623]], "charge": 0, "smiles": "CC/C(N)=C/N"}

---

Version D
{"formula": "C4H10N2", "method": "ωB97M-V with the def2-TZVPD basis set", "species": ["C", "C", "N", "H", "H", "H", "H", "H", "C", "N", "C", "H", "H", "H", "H", "H"], "coordinates": [[0.1363, 0.9769, -3.4234], [-0.2002, 0.9365, -2.1380], [-0.2216, -0.2235, -1.4384], [0.6007, 0.0295, -3.7834], [-0.1294, 1.8487, -4.1263], [-0.4795, 1.7623, -1.5147], [-0.1797, -1.0197, -2.0706], [-1.0196, -0.4166, -0.8028], [0.3792, -1.3986, 1.5120], [-0.3426, -0.7901, 2.4422], [0.1758, 0.4898, 2.9530], [0.0415, -2.4237, 1.2481], [1.4548, -1.0839, 1.1742], [-0.4614, 1.2177, 2.5088], [1.2286, 0.6276, 2.8702], [-0.0537, 0.5258, 4.0468]], "charge": 0, "smiles": "C=CN.C=NC"}

---

The most stable of them is version C.